# 1
This record from the Open Molecules 2025 dataset describes a molecular structure, C59H81BN5O3S2Si2TeTi. The level of theory is ωB97M-V with the def2-TZVPD basis set.

Last column: Mulliken charge in e.
Positions of all 155 atoms, in Å:
Te1 1.74128 -2.42850 0.60666  1.120
Ti1 0.00024 -0.09569 -0.35443  -1.979
S1 -2.89063 -3.97584 1.01354  -0.603
S2 2.38954 -1.61114 -2.25808  -0.009
Si1 2.75712 -5.22428 -0.12394  0.158
Si2 3.52707 -1.21205 3.29608  0.099
O1 0.64364 0.92886 -1.70392  -0.008
O2 0.77493 -0.17430 1.32687  -0.826
O3 2.00870 -0.44316 0.54499  -0.565
N1 2.22329 0.89807 -3.39759  -0.248
N2 4.15096 -0.22527 -3.66435  0.243
N3 -1.21603 -2.02676 1.10715  1.172
N4 -2.94603 1.28044 -0.31057  1.035
N5 -1.48943 2.45632 1.00899  0.847
C1 -2.29528 -3.54871 -2.03136  -0.413
C2 -2.42279 1.38470 4.75305  -1.928
C3 2.65040 3.17994 0.08937  -1.840
C4 -2.33335 -3.16292 4.94208  -1.135
C5 -6.07026 -0.18140 1.45795  -1.653
C6 -2.66549 3.18791 0.81930  -1.337
C7 -1.69522 -2.63437 -1.16523  1.247
C8 -3.40126 1.55544 -3.20594  2.059
C9 4.09725 -6.37133 -0.70770  -1.172
C10 0.59364 2.62330 -3.35986  0.947
C11 -4.38802 -0.70539 -0.28176  0.610
C12 -0.44569 5.00356 -4.35569  -1.037
C13 1.04470 3.13106 -4.57955  -0.452
C14 0.71348 3.41583 1.72519  0.451
C15 -1.35461 -2.37490 -3.88040  -1.023
C16 -3.72700 0.28984 -1.01259  -1.008
C17 -5.06391 -1.73677 -2.37201  -1.119
C18 -0.90527 4.49833 -3.14923  -0.772
C19 1.52794 3.86778 2.75793  -0.439
C20 4.38651 -2.10992 4.68748  -1.250
C21 -4.50101 -0.68541 -3.07452  -0.182
C22 4.59450 0.89972 -4.51064  -0.632
C23 -1.06738 -1.63856 3.55272  -0.709
C24 -0.56997 2.92492 2.02904  -0.707
C25 -0.39328 3.30812 -2.65809  0.628
C26 -3.18502 3.75276 4.37848  -1.948
C27 3.52477 -3.47800 0.19618  -0.218
C28 -2.83210 -3.82301 3.83611  -0.670
C29 -1.86536 -2.78376 0.27783  0.716
C30 -5.02924 -1.72071 -0.99313  -0.510
C31 4.83035 -0.76036 2.03183  -0.571
C32 5.01259 2.13512 -3.72494  -0.703
C33 1.19410 1.38737 -2.80094  -0.505
C34 -0.17373 3.41336 4.35608  -0.336
C35 1.20416 3.62702 0.31155  2.511
C36 1.93995 -5.83160 1.45072  -0.848
C37 -3.51986 2.49670 0.04624  -1.059
C38 -2.11951 -3.42768 -3.39460  -1.588
C39 1.04989 5.10381 -0.06720  -1.781
C40 2.25480 -2.50112 2.65183  -0.393
C41 -1.02921 2.95912 3.35660  1.166
C42 -4.61642 2.45380 -3.47126  -1.735
C43 -2.43443 2.56102 3.77652  1.489
C44 1.10252 3.85499 4.07198  -1.763
C45 5.91023 -1.13892 -2.17261  -0.609
C46 2.59254 0.24347 3.96256  -0.486
C47 -3.69494 -0.01076 2.16510  -1.781
C48 -1.53730 -2.31926 2.42903  -1.395
C49 0.52205 4.31095 -5.07659  -0.848
C50 -2.42892 -3.38482 2.57761  0.892
C51 -0.91491 -1.55497 -1.61431  1.657
C52 2.94118 -0.22903 -3.10473  -0.354
C53 1.41713 -5.11514 -1.43952  -0.716
C54 -1.46847 -2.07026 4.80066  -0.638
C55 5.10428 -1.31504 -3.45322  -0.950
C56 -4.65433 -0.73176 1.22255  -0.051
C57 -0.77853 -1.46794 -3.00613  -0.983
C58 -2.72375 1.22197 -4.53500  -1.533
C59 -3.84058 0.34199 -2.41472  0.686
B1 -1.61102 1.20880 0.24744  4.603
H1 1.80485 2.59158 -5.12660  0.479
H2 1.17168 -5.15173 1.83361  0.118
H3 -3.44373 1.09251 5.00681  0.479
H4 -0.76548 2.91219 -1.72412  -1.144
H5 4.17702 2.52061 -3.14297  -0.022
H6 1.33718 -2.41036 3.23308  0.203
H7 -1.20604 -2.25975 -4.94724  0.529
H8 -0.84345 5.93322 -4.74168  0.449
H9 2.00042 -0.05832 4.83106  0.273
H10 3.35535 3.83679 0.60310  0.579
H11 -2.98542 2.24930 2.89442  -0.624
H12 -2.64961 -0.20381 1.93801  -0.564
H13 -2.62083 -3.49108 5.93196  0.460
H14 -0.42271 -0.77740 3.41797  1.143
H15 4.19429 -3.46033 1.05308  0.627
H16 4.43772 -0.66397 1.01845  -0.294
H17 -5.38017 1.90299 -4.02435  0.362
H18 -1.12300 -1.54916 5.68416  0.565
H19 -4.51155 2.77048 -0.27420  0.435
H20 -3.88684 -0.33784 3.18988  0.949
H21 4.55346 -2.25217 -3.42437  0.484
H22 1.63603 5.73140 0.60765  0.367
H23 3.28245 1.02534 4.28944  0.499
H24 2.65752 -3.50613 2.78359  0.830
H25 -6.81895 -0.74328 0.89938  0.446
H26 -6.32453 -0.22769 2.51885  0.436
H27 -2.33120 2.13549 -4.98630  0.374
H28 -4.21863 3.47447 4.59240  0.488
H29 -5.56114 -2.54220 -2.89810  0.449
H30 1.31557 -4.13336 -1.90939  0.014
H31 1.74957 4.21239 4.86291  0.443
H32 6.52993 -2.01898 -1.99584  0.381
H33 -1.89690 0.52643 -4.40150  0.126
H34 -4.66482 -1.78872 1.50742  0.338
H35 0.56746 3.04838 -0.34247  -1.187
H36 2.82100 2.16474 0.43995  0.126
H37 -5.52525 -2.50747 -0.43435  0.500
H38 1.39611 5.27988 -1.08826  0.487
H39 5.33847 2.91323 -4.41605  0.372
H40 -1.92260 0.51973 4.31459  0.270
H41 -2.90308 -4.35395 -1.63310  0.544
H42 3.69462 -2.38001 5.48867  0.319
H43 -2.57721 -4.13520 -4.07345  0.451
H44 -4.58446 -0.65915 -4.15365  0.339
H45 2.65687 -6.01024 2.25572  0.328
H46 3.68903 -7.37336 -0.86174  0.335
H47 -6.12255 0.86261 1.13925  0.325
H48 5.23990 -1.00702 -1.32126  -0.140
H49 0.00688 5.42090 -0.00144  0.365
H50 4.00235 -3.12191 -0.71316  0.074
H51 1.63609 -5.82027 -2.24423  0.581
H52 -2.70034 2.11184 -2.59770  -1.294
H53 -3.42746 0.78277 -5.24481  0.463
H54 5.63621 -1.49751 2.02207  0.295
H55 0.44063 -5.37732 -1.02434  0.274
H56 4.91890 -6.45205 0.00683  0.346
H57 -3.85985 1.06598 2.12378  0.675
H58 -1.90921 1.64517 5.68114  0.432
H59 -5.06874 2.80746 -2.54397  0.300
H60 0.86820 4.69488 -6.02703  0.466
H61 5.83862 1.91458 -3.04792  0.293
H62 5.26842 0.20455 2.29879  0.536
H63 2.50805 4.26305 2.52081  0.383
H64 5.15499 -1.46475 5.12197  0.373
H65 -0.52817 3.43317 5.37920  0.427
H66 5.43261 0.53252 -5.09958  0.444
H67 4.87858 -3.02240 4.34209  0.375
H68 6.56466 -0.26885 -2.22910  0.397
H69 1.44012 -6.77899 1.23468  0.447
H70 -3.19745 4.60257 3.69348  0.323
H71 -4.32549 3.32421 -4.06399  0.476
H72 1.91704 0.68234 3.22593  -0.353
H73 -0.17392 -0.68417 -3.44111  0.341
H74 4.50375 -6.02747 -1.66124  0.329
H75 -2.79314 4.16657 1.25292  0.580
H76 3.78559 1.14877 -5.19311  0.358
H77 -1.66395 5.02834 -2.58740  0.575
H78 2.89099 3.21931 -0.97628  0.318
H79 5.76184 -1.34286 -4.32002  0.420
H80 -2.72798 4.08236 5.31300  0.377
H81 -3.52137 -4.64944 3.94639  0.537

Force components x, y, z for each atom (eV/Å):
Te 1.4 -0.2 0.6
Ti -0.8 -1.1 -1.1
S 0.0 -0.1 0.0
S 0.1 0.1 -0.3
Si 0.1 -0.3 -0.3
Si 0.1 -0.1 0.1
O 0.5 0.6 -0.5
O 0.8 0.4 1.3
O -0.5 -0.2 0.0
N 0.0 -0.1 -0.1
N 0.1 0.1 -0.1
N -0.3 0.4 -0.1
N 0.0 0.0 -0.3
N 0.1 0.0 -0.2
C 0.1 0.0 0.1
C 0.1 0.0 0.0
C -0.1 0.0 -0.1
C 0.0 0.0 0.0
C 0.0 -0.1 0.0
C 0.1 0.1 -0.1
C -0.1 0.0 0.0
C -0.1 -0.1 -0.2
C 0.1 0.0 0.1
C 0.0 0.0 0.0
C -0.1 -0.1 0.1
C 0.0 0.0 0.0
C 0.0 0.0 0.0
C -0.1 0.0 -0.1
C -0.1 -0.1 0.0
C 0.1 0.0 0.1
C 0.0 0.1 0.0
C 0.0 0.0 0.0
C 0.0 -0.1 0.1
C 0.0 0.0 0.1
C 0.0 -0.1 0.0
C 0.0 0.1 0.1
C 0.1 -0.1 -0.1
C 0.0 0.0 0.0
C -0.1 0.0 0.0
C 0.0 0.0 0.0
C -0.5 -0.5 -0.2
C 0.0 0.0 0.0
C 0.0 -0.1 0.0
C 0.0 0.0 0.0
C -0.1 0.0 -0.2
C 0.0 -0.1 0.0
C 0.0 0.0 0.1
C 0.0 0.0 0.0
C 0.1 0.0 0.0
C 0.1 0.0 0.0
C 0.0 0.0 0.0
C 0.1 0.1 -0.1
C -0.1 0.0 0.0
C -0.2 0.2 -0.1
C 0.0 -0.1 0.1
C 0.0 0.0 0.1
C 0.0 0.1 0.0
C 0.0 0.0 0.0
C 0.0 0.0 0.0
C -0.1 0.2 -0.1
C -0.2 -0.1 -0.1
C 0.2 -0.1 -0.1
C 0.0 0.0 0.0
C 0.0 0.0 0.0
C -0.2 -0.2 -0.1
C -0.1 0.1 0.2
C 0.0 0.2 0.0
C 0.0 -0.1 0.0
C 0.0 -0.1 0.1
C 0.1 0.1 0.0
C 0.1 0.1 0.0
C 0.0 0.0 0.1
C 0.0 0.1 0.1
B -0.7 1.1 0.5
H 0.0 0.0 0.0
H 0.0 0.0 0.0
H 0.0 0.0 0.0
H -0.1 0.0 0.0
H 0.0 0.0 0.0
H 0.0 0.0 0.0
H 0.0 0.0 0.0
H 0.0 0.0 0.0
H 0.0 0.0 0.0
H 0.0 0.0 0.0
H 0.2 0.2 0.2
H -0.1 0.1 0.1
H 0.0 0.0 0.0
H 0.0 0.0 0.0
H 0.0 0.1 0.0
H 0.0 0.0 0.0
H 0.0 0.0 0.0
H 0.0 0.0 0.0
H 0.0 0.0 0.0
H 0.0 0.0 -0.1
H 0.0 0.0 0.0
H 0.0 0.0 0.0
H 0.0 0.0 0.0
H 0.0 0.0 0.0
H 0.0 0.0 0.0
H 0.0 0.0 0.0
H 0.0 0.0 0.0
H 0.0 0.0 0.0
H 0.0 0.0 0.0
H 0.0 0.0 0.0
H 0.0 0.0 0.0
H 0.0 0.0 0.0
H 0.0 0.0 0.0
H 0.0 0.0 0.0
H -0.1 -0.1 -0.1
H 0.0 -0.2 0.1
H 0.0 0.0 0.0
H 0.0 0.0 0.0
H 0.0 0.0 0.0
H -0.1 0.2 0.1
H 0.0 0.0 0.0
H 0.0 0.0 0.0
H 0.0 0.0 0.0
H 0.0 0.0 0.0
H 0.0 0.0 0.0
H 0.0 0.0 0.0
H 0.0 0.0 0.0
H 0.0 0.0 0.0
H 0.0 0.0 0.0
H -0.1 0.1 0.0
H 0.0 0.0 0.0
H 0.2 0.1 0.1
H 0.0 0.0 0.0
H 0.0 0.0 0.0
H 0.0 0.0 0.0
H 0.0 0.0 0.0
H -0.1 -0.3 -0.1
H 0.0 0.0 0.0
H 0.0 0.0 0.0
H 0.0 0.0 0.0
H 0.0 0.0 0.0
H 0.0 0.0 0.0
H 0.0 0.0 0.0
H 0.0 0.0 0.0
H 0.0 0.0 0.0
H 0.0 0.0 0.0
H 0.0 0.0 0.0
H 0.0 0.0 0.0
H 0.0 0.0 0.0
H 0.0 0.0 0.0
H 0.0 0.0 0.0
H 0.0 0.0 0.0
H 0.0 0.0 0.0
H 0.0 0.0 0.0
H 0.0 0.0 0.1
H 0.0 0.0 0.0
H 0.0 0.0 0.0
H 0.0 0.0 0.0
H 0.0 0.0 0.0
H 0.0 0.0 0.0
H 0.0 0.0 0.0

- Net charge: +1
- Electronic energy: -5313.93650 hartree
- E_HOMO: -9.8 eV
- LUMO: -0.123 hartree
- Kohn-Sham gap: 0.2380 Ha
- F_max: 1.7 eV/Å

***

# 2
This record from the Open Molecules 2025 dataset describes a molecular structure, C5H10. The level of theory is ωB97M-V with the def2-TZVPD basis set.

Last column: Mulliken charge in e.
Positions of all 15 atoms, in Å:
C1 1.00139 -0.98718 0.05906  -0.543
C2 1.67728 0.23829 0.54298  -0.779
C3 -0.76147 -0.62258 -0.62215  -0.198
C4 -1.66644 0.05476 0.38929  -0.630
C5 -1.08777 0.77806 -0.80809  -0.246
H1 1.71931 0.37410 1.62732  0.267
H2 -0.93919 -1.50178 -1.24135  0.364
H3 -2.73158 -0.17229 0.52198  0.263
H4 2.58286 0.55156 0.01915  0.313
H5 0.65363 -1.68791 0.81792  0.317
H6 -1.54575 1.34979 -1.61668  0.338
H7 -1.17564 0.31421 1.33530  0.189
H8 -0.08099 1.47259 -0.38492  -0.072
H9 1.46971 -1.47238 -0.80408  0.333
H10 0.88464 1.31075 0.16427  0.083

Force components x, y, z for each atom (eV/Å):
C -2.9 0.7 -1.2
C -2.0 2.6 -0.8
C 2.7 -0.5 1.2
C 0.3 -0.1 -0.1
C 2.3 1.8 1.0
H 0.2 -0.2 -0.3
H -0.5 0.6 0.1
H 0.5 0.0 -0.5
H 0.0 -0.4 0.3
H 0.5 0.0 0.0
H -0.3 -0.7 0.2
H -0.2 -0.1 -0.2
H -3.0 -1.3 -1.5
H -0.1 0.1 0.4
H 2.5 -2.6 1.4

- Electronic energy: -196.35581 hartree
- E_HOMO: -9.5 eV
- LUMO: 0.048 hartree
- Kohn-Sham gap: 0.3961 Ha
- F_max: 3.9 eV/Å

***

# 3
This record from the Open Molecules 2025 dataset describes a molecular structure, C5H10. The level of theory is ωB97M-V with the def2-TZVPD basis set.

Last column: Mulliken charge in e.
Positions of all 15 atoms, in Å:
C1 0.25204 0.52409 -1.49633  -0.522
C2 0.00628 1.50198 -0.56649  -0.715
C3 -0.08362 -1.51360 -0.33598  -1.055
C4 -0.56612 -0.81799 0.75466  0.330
C5 0.18077 0.29484 1.32838  -1.057
H1 -0.50501 0.18539 -2.19326  0.296
H2 -0.73666 -2.22345 -0.83570  0.296
H3 1.27824 0.26095 -1.74144  0.263
H4 -1.01423 1.84974 -0.41328  0.272
H5 -1.63452 -0.79325 0.96219  0.291
H6 0.00653 -0.96818 1.86975  0.230
H7 0.78914 2.13991 -0.17365  0.350
H8 1.26400 0.29937 1.23633  0.358
H9 0.98297 -1.67651 -0.46450  0.292
H10 -0.24413 0.91230 2.11529  0.370

Force components x, y, z for each atom (eV/Å):
C 0.0 0.3 0.1
C 0.1 -0.1 -0.3
C 0.0 -0.2 0.1
C -0.1 0.0 0.1
C 0.0 0.0 0.1
H 0.1 0.1 0.1
H 0.1 0.1 0.1
H -0.2 0.1 -0.1
H 0.2 0.0 0.0
H 0.1 -0.1 -0.1
H 0.1 -0.1 0.3
H 0.0 -0.1 -0.1
H -0.2 -0.1 0.0
H -0.2 0.1 0.1
H 0.0 -0.1 -0.2

- Electronic energy: -196.31924 hartree
- E_HOMO: -7.7 eV
- LUMO: 0.043 hartree
- Kohn-Sham gap: 0.3264 Ha
- F_max: 0.3 eV/Å

***

# 4
This record from the Open Molecules 2025 dataset describes 2 unconnected molecules or ions with the total composition C5H10. The level of theory is ωB97M-V with the def2-TZVPD basis set.

Last column: Mulliken charge in e.
Positions of all 15 atoms, in Å:
C1 0.66840 -1.07784 -0.78825  0.303
C2 -0.66409 -1.56705 -0.35922  -0.451
C3 0.40175 -1.30336 0.66623  -0.425
C4 0.89494 0.30424 -1.36871  -1.170
C5 -0.62038 1.43747 1.73186  -0.939
H1 -0.97841 -2.59992 -0.49605  0.269
H2 0.15520 1.01714 -0.99058  0.228
H3 0.10065 2.19230 1.40754  0.263
H4 1.88984 0.68265 -1.11273  0.283
H5 -0.13540 0.45320 1.74515  0.260
H6 -0.96413 1.66529 2.74340  0.315
H7 -1.47694 1.42860 1.05076  0.222
H8 -1.49477 -0.85968 -0.33944  0.159
H9 0.80392 0.27472 -2.45935  0.343
H10 1.36838 -1.83374 -1.15305  0.340

Force components x, y, z for each atom (eV/Å):
C 0.1 0.0 0.0
C -0.1 0.0 0.0
C 0.0 -0.1 -0.4
C 0.0 0.1 0.0
C 0.0 0.0 0.0
H 0.1 0.1 0.0
H 0.1 -0.1 0.0
H -0.1 -0.1 0.1
H -0.1 -0.1 0.0
H -0.1 0.2 0.0
H 0.0 0.0 -0.1
H 0.1 0.0 0.1
H 0.1 -0.1 0.0
H 0.0 0.0 0.2
H -0.1 0.1 0.0

- Electronic energy: -196.33316 hartree
- E_HOMO: -8.9 eV
- LUMO: -0.010 hartree
- Kohn-Sham gap: 0.3166 Ha
- F_max: 0.4 eV/Å

***

# 5
This record from the Open Molecules 2025 dataset describes C5H10 in the gas phase. The level of theory is ωB97M-V with the def2-TZVPD basis set.

Last column: Mulliken charge in e.
Positions of all 15 atoms, in Å:
C1 -0.74133 -0.81623 0.33731  -0.705
C2 -0.01139 1.60287 1.11441  -1.395
C3 0.35981 0.27296 0.49286  0.389
C4 -0.15004 -1.28944 -1.00742  -0.501
C5 0.57458 0.08588 -1.02765  -0.800
H1 0.82418 2.28423 0.84929  0.325
H2 -1.77266 -0.44916 0.13974  0.245
H3 -0.91918 1.99500 0.74256  0.362
H4 -0.79593 -1.52124 1.16083  0.340
H5 1.18362 -0.20730 1.04562  0.245
H6 1.61011 0.17519 -1.41597  0.318
H7 -0.11424 1.46800 2.20709  0.339
H8 -0.82482 -1.58865 -1.77632  0.331
H9 0.55623 -2.08509 -0.80264  0.218
H10 0.06284 0.79276 -1.60722  0.290

Force components x, y, z for each atom (eV/Å):
C -1.1 -0.1 0.2
C 1.9 -0.5 0.3
C -1.0 -1.2 -0.4
C 1.2 0.6 1.6
C 1.7 -0.4 -0.2
H -0.6 0.1 0.6
H 0.7 0.3 0.4
H -1.0 0.4 -0.6
H -0.1 -0.3 0.0
H -0.1 0.3 -0.2
H -0.3 -0.5 0.3
H 0.2 0.3 -0.4
H -0.4 0.0 -0.6
H 0.2 -0.2 -0.2
H -1.2 1.1 -0.7

- Electronic energy: -196.46970 hartree
- E_HOMO: -10.3 eV
- LUMO: 0.048 hartree
- SMILES string: CC1CCC1
- Kohn-Sham gap: 0.4279 Ha
- F_max: 2.1 eV/Å

***

# 6
This record from the Open Molecules 2025 dataset describes a molecular structure, C5H10. The level of theory is ωB97M-V with the def2-TZVPD basis set.

Last column: Mulliken charge in e.
Positions of all 15 atoms, in Å:
C1 -0.42608 -0.82976 0.19233  0.232
C2 -0.85835 1.46722 -0.71879  -0.635
C3 -1.61108 -0.94827 0.83634  -0.968
C4 2.62701 -0.04608 0.28282  -0.993
C5 -0.27327 0.19664 -0.80483  -0.244
H1 3.53225 0.38879 -0.13951  0.290
H2 -2.53098 -0.45838 0.54349  0.227
H3 -1.57416 0.60738 -1.10125  0.266
H4 0.22069 -1.63219 0.51905  0.291
H5 -0.37798 2.20808 -1.34254  0.236
H6 2.08585 -0.55795 -0.50832  0.256
H7 2.93763 -0.74984 1.05606  0.255
H8 -1.71546 -1.77645 1.52399  0.251
H9 -1.33185 1.89480 0.18169  0.303
H10 2.01188 0.75220 0.69439  0.234

Force components x, y, z for each atom (eV/Å):
C -2.6 0.9 1.5
C 0.6 -0.6 1.5
C 0.2 -1.0 -0.3
C 0.5 0.0 -0.1
C 2.4 -1.2 -0.5
H 0.0 0.1 0.0
H 0.1 0.4 0.2
H -0.7 1.2 -1.0
H 1.0 0.5 -0.7
H -1.0 0.0 -1.0
H 0.0 0.0 0.0
H -0.2 0.1 0.0
H -0.3 -0.1 0.1
H 0.2 -0.3 0.1
H 0.0 -0.1 0.1

- Electronic energy: -196.30608 hartree
- E_HOMO: -7.7 eV
- LUMO: 0.013 hartree
- Kohn-Sham gap: 0.2961 Ha
- F_max: 3.2 eV/Å

***

Which formula does entry 4 have? C5H10